A structure of composition CHNO2S in a non-equilibrium geometry, computed with ωB97M-V/def2-TZVPD.

Cartesian coordinates (Å):
C1 1.639 -0.067 -0.140
N1 0.676 0.649 -0.060
O1 2.598 -0.594 -0.526
O2 -0.413 0.868 0.567
S1 -1.789 -0.841 0.330
H1 -2.710 -0.014 -0.171

Values from the calculation:
**Frontier orbital gap (alpha / beta)**: 7.4 / 7.4 eV